Entry 1:
This record from the OMol25 dataset describes a molecular structure, C17H20Cl2N4O2Ti in a non-equilibrium geometry. The level of theory is ωB97M-V/def2-TZVPD.

Each line ends with the Löwdin charge.
CARTESIAN COORDINATES (ANGSTROEM)
Ti -5.356 -33.381 -6.434  0.8475
N -6.593 -34.828 -5.239  -0.0616
C -6.922 -36.057 -5.669  -0.1292
C -8.120 -36.674 -5.371  -0.0382
C -9.029 -35.989 -4.583  -0.0348
C -8.704 -34.733 -4.117  -0.0299
C -7.464 -34.211 -4.421  -0.1166
H -6.162 -36.510 -6.297  0.1092
H -8.308 -37.646 -5.803  0.1171
H -9.947 -36.497 -4.316  0.1220
H -9.400 -34.126 -3.554  0.1204
H -7.075 -33.277 -4.028  0.1131
N -3.936 -33.266 -4.354  -0.0060
C -3.957 -32.162 -3.604  -0.1236
C -3.651 -32.124 -2.263  -0.0306
C -3.210 -33.287 -1.663  -0.0464
C -3.177 -34.451 -2.415  -0.0540
C -3.500 -34.378 -3.753  -0.1517
H -4.282 -31.272 -4.131  0.0903
H -3.674 -31.197 -1.709  0.1186
H -2.872 -33.369 -0.638  0.1174
H -2.818 -35.379 -1.995  0.1111
H -3.485 -35.286 -4.350  0.1007
N -4.374 -34.518 -8.262  -0.0426
C -3.647 -35.612 -8.066  -0.1387
C -3.075 -36.344 -9.091  -0.0310
C -3.263 -35.905 -10.393  -0.0353
C -3.972 -34.739 -10.634  -0.0265
C -4.530 -34.117 -9.533  -0.1402
H -3.416 -35.874 -7.038  0.1105
H -2.495 -37.234 -8.899  0.1172
H -2.779 -36.438 -11.203  0.1216
H -4.040 -34.310 -11.621  0.1191
H -5.066 -33.177 -9.645  0.1057
C -7.659 -29.454 -5.921  0.0146
N -6.304 -29.955 -5.579  -0.5287
O -6.152 -31.196 -5.538  -0.2348
O -5.413 -29.159 -5.323  -0.0311
H -8.374 -29.893 -5.237  0.0850
H -7.834 -29.762 -6.952  0.0597
H -7.608 -28.373 -5.887  0.0893
C -8.336 -33.360 -9.472  -0.9346
Cl -8.163 -35.118 -9.404  0.5368
Cl -7.702 -32.620 -7.968  0.5719
H -7.789 -32.946 -10.309  0.0326
H -9.394 -33.141 -9.530  0.0342

E_HOMO (spin up / spin down) = -7.44 / -11.54 eV
expectation value of S² = 3.7695
LUMO (spin up / spin down) = -0.10064 / -0.10199 Ha
M = 431.1 g/mol
gap between HOMO and LUMO (spin up / spin down) = 4.7 / 8.8 eV
net charge = +1
spin multiplicity = 4
calculated total energy = -2798.82354 hartree

Entry 2:
This record from the OMol25 dataset describes a molecular structure, C34H28IN10O3Pt. The level of theory is ωB97M-V/def2-TZVPD.

Each line ends with the Löwdin charge.
CARTESIAN COORDINATES (ANGSTROEM)
Pt -0.469 -1.990 0.582  0.8433
C -5.021 -1.211 1.472  -0.0160
C -4.093 -1.190 2.646  -0.2566
N -4.563 -0.912 3.827  0.1356
C -3.732 -0.913 4.898  -0.0853
C -2.405 -1.210 4.825  -0.1481
C -1.567 -1.137 6.077  -0.1997
O -0.858 -2.340 6.367  -0.0608
C -1.845 -1.504 3.541  -0.0667
C -0.445 -1.772 3.474  -0.0387
N 0.329 -1.768 2.427  -0.1158
C 1.740 -1.822 2.656  -0.3052
C 2.302 -1.375 3.858  -0.0083
C 3.666 -1.426 4.074  -0.0504
C 4.524 -1.892 3.088  -0.0632
C 4.000 -2.293 1.873  -0.1404
C 2.629 -2.246 1.676  -0.5982
I 1.890 -2.799 -0.194  1.1637
C -2.699 -1.489 2.426  -0.2832
O -2.363 -1.759 1.205  -0.2170
H -6.030 -0.995 1.811  0.0855
H -4.996 -2.185 0.981  0.0866
H -4.722 -0.474 0.724  0.0763
H -4.189 -0.652 5.845  0.1168
H -2.208 -0.851 6.913  0.1230
H -0.802 -0.363 5.982  0.1272
H -1.484 -3.002 6.679  0.1039
H 0.020 -1.974 4.430  0.1093
H 1.669 -0.964 4.631  0.1143
H 4.062 -1.082 5.020  0.1177
H 5.592 -1.922 3.253  0.1161
H 4.653 -2.632 1.080  0.1021
C -2.107 -1.881 -4.719  -0.0498
N -1.867 -2.295 -3.325  -0.0885
C -1.443 -1.568 -2.297  -0.0907
N -1.318 -2.363 -1.242  -0.1479
C -1.685 -3.593 -1.698  -0.1782
N -2.019 -3.584 -2.961  0.1399
C -0.882 -1.211 -5.283  -0.2068
C 0.135 -1.938 -5.893  -0.0180
C 1.317 -1.309 -6.258  -0.0479
C 1.514 0.037 -5.980  -0.0026
C 0.493 0.768 -5.387  -0.1318
C -0.711 0.147 -5.069  0.0118
C 0.648 2.140 -4.891  -0.3029
N -0.237 3.071 -4.869  0.1283
N 0.221 4.027 -3.970  0.1306
C 1.345 3.594 -3.521  -0.2960
O 1.708 2.410 -4.088  0.1505
C 2.045 3.998 -2.295  -0.1326
C 3.428 4.095 -2.176  -0.0092
C 3.988 4.270 -0.922  -0.0540
C 3.185 4.278 0.215  -0.0269
C 1.808 4.169 0.097  -0.2054
C 0.896 3.994 1.288  -0.0602
N 0.107 2.773 1.110  -0.1314
C 0.536 1.537 0.834  -0.1468
N -0.488 0.745 0.575  0.0381
C -1.553 1.579 0.714  -0.2045
N -1.237 2.815 1.029  0.1226
C 1.243 4.075 -1.167  0.0283
H -2.963 -1.208 -4.736  0.1357
H -2.368 -2.796 -5.242  0.1318
H -1.239 -0.511 -2.318  0.1442
H -1.709 -4.475 -1.080  0.1244
H 0.008 -2.999 -6.072  0.1213
H 2.100 -1.877 -6.743  0.1131
H 2.452 0.516 -6.225  0.1255
H -1.495 0.741 -4.614  0.1279
H 4.057 4.027 -3.054  0.1234
H 5.061 4.364 -0.821  0.1109
H 3.640 4.352 1.196  0.1161
H 0.166 4.797 1.371  0.1351
H 1.459 3.938 2.219  0.1278
H 1.579 1.262 0.812  0.1395
H -2.575 1.258 0.588  0.1062
H 0.169 3.977 -1.280  0.1312

E_HOMO = -10.61 eV
LUMO = -0.11872 Ha
M = 946.6 g/mol
gap between HOMO and LUMO = 7.4 eV
net charge = +1
calculated total energy = -2502.54064 hartree

Entry 3:
This record from the OMol25 dataset describes 8 unconnected molecules or ions with the total composition C27H57BCl14 in a non-equilibrium geometry. The level of theory is ωB97M-V/def2-TZVPD.

Each line ends with the Löwdin charge.
CARTESIAN COORDINATES (ANGSTROEM)
B 3.757 0.585 2.508  0.0105
C 3.773 0.012 0.945  -0.2469
C 2.450 0.422 0.069  -0.2545
C 2.217 2.033 -0.128  -0.2272
C 0.576 2.277 -0.082  -0.2246
C -0.012 2.503 1.444  -0.1947
C -1.563 3.082 1.330  -0.2058
C -2.694 2.098 1.996  -0.2163
C -3.739 1.498 0.836  -0.1955
C -3.725 -0.148 0.822  -0.2129
C -2.904 -0.792 -0.456  -0.2036
C -2.247 -2.281 -0.095  -0.2008
C -0.739 -2.018 0.534  -0.2310
C -0.696 -2.326 2.177  -0.1664
H 2.887 0.312 3.280  0.0115
H 4.665 1.306 2.810  0.0061
H 4.803 0.231 0.388  0.1073
H 3.741 -1.177 1.055  0.0873
H 1.491 -0.105 0.492  0.0844
H 2.609 -0.027 -1.024  0.0827
H 2.540 2.328 -1.239  0.1110
H 2.819 2.719 0.604  0.0811
H 0.233 3.134 -0.815  0.0996
H 0.046 1.285 -0.482  0.1002
H 0.700 3.206 2.065  0.1087
H -0.094 1.489 2.063  0.1077
H -1.789 3.363 0.199  0.1049
H -1.586 4.099 1.940  0.1068
H -3.381 2.660 2.794  0.1017
H -2.258 1.152 2.546  0.0644
H -4.823 1.906 1.120  0.1073
H -3.491 1.926 -0.247  0.1098
H -4.863 -0.481 0.719  0.0972
H -3.293 -0.628 1.798  0.0361
H -2.089 -0.040 -0.881  0.1054
H -3.653 -0.979 -1.361  0.1082
H -2.873 -2.855 0.734  0.0728
H -2.242 -2.969 -1.058  0.1043
H -0.558 -0.847 0.445  0.0801
H 0.066 -2.642 -0.057  0.0524
H 0.390 -2.137 2.619  0.0805
H -1.431 -1.515 2.651  0.0293
H -1.051 -3.426 2.394  0.0591
Cl 2.490 -2.752 -1.203  0.6061
C 1.473 -3.869 -2.147  -0.6778
C 1.576 -3.615 -3.642  -0.6979
Cl 0.833 -2.066 -4.114  0.5418
H 0.442 -3.771 -1.792  0.0502
H 1.817 -4.881 -1.918  -0.0170
H 1.045 -4.399 -4.190  0.0735
H 2.617 -3.608 -3.980  0.0166
Cl 2.495 5.379 -0.392  0.5603
C 3.519 6.364 0.683  -0.6606
C 4.978 6.348 0.258  -0.6628
Cl 5.734 4.755 0.508  0.5360
H 3.392 5.995 1.705  0.0759
H 3.131 7.386 0.640  0.0004
H 5.548 7.065 0.857  0.0724
H 5.095 6.618 -0.796  0.0707
Cl 2.857 10.015 -0.389  0.5532
C 1.178 10.422 0.043  -0.6535
C 0.567 9.406 0.994  -0.6536
Cl 0.297 7.829 0.210  0.5517
H 0.600 10.507 -0.882  0.0715
H 1.204 11.407 0.519  0.0728
H -0.410 9.758 1.339  0.0722
H 1.199 9.244 1.873  0.0712
Cl 4.890 -7.170 -0.003  0.5429
C 3.873 -8.286 -0.946  -0.6629
C 3.976 -8.032 -2.441  -0.6386
Cl 3.233 -6.483 -2.914  0.6254
H 2.842 -8.189 -0.591  0.0707
H 4.217 -9.299 -0.717  0.0726
H 3.445 -8.817 -2.990  0.0739
H 5.017 -8.026 -2.779  0.0729
Cl -3.749 0.339 4.916  0.5784
C -4.890 -1.018 5.083  -0.6688
C -4.196 -2.367 4.985  -0.6088
Cl -3.586 -2.693 3.343  0.6569
H -5.665 -0.907 4.317  0.0042
H -5.364 -0.914 6.063  0.0765
H -4.903 -3.167 5.224  0.0689
H -3.354 -2.439 5.680  0.0747
Cl 2.698 -1.966 -9.490  0.5324
C 2.537 -1.271 -7.858  -0.6688
C 3.716 -1.624 -6.965  -0.6539
Cl 3.749 -3.355 -6.548  0.5553
H 1.591 -1.618 -7.432  0.0590
H 2.477 -0.185 -7.981  0.0737
H 3.647 -1.073 -6.022  0.0702
H 4.670 -1.370 -7.437  0.0698
Cl -7.623 -5.499 1.736  0.5363
C -7.449 -3.902 0.966  -0.6586
C -6.592 -2.957 1.793  -0.6663
Cl -7.395 -2.470 3.307  0.5945
H -8.451 -3.494 0.798  0.0693
H -6.982 -4.070 -0.009  0.0743
H -6.399 -2.039 1.229  0.0568
H -5.627 -3.407 2.050  0.0056

E_HOMO = -9.69 eV
LUMO = 0.02101 Ha
M = 888.9 g/mol
SMILES = BCCCCCCCCCCCCC.ClCCCl.ClCCCl.ClCCCl.ClCCCl.ClCCCl.ClCCCl.ClCCCl
gap between HOMO and LUMO = 10.3 eV
calculated total energy = -7530.25013 hartree

Entry 4:
This record from the OMol25 dataset describes 2 unconnected molecules or ions with the total composition C6H3O4S2 in a non-equilibrium geometry. The level of theory is ωB97M-V/def2-TZVPD.

Each line ends with the Löwdin charge.
CARTESIAN COORDINATES (ANGSTROEM)
C 0.395 0.275 -0.199  -0.2299
C -0.102 -1.013 0.006  -0.1486
C -0.288 1.260 0.443  -0.3941
C -1.121 -1.088 0.945  -0.4444
C -1.992 -2.109 1.475  -0.7667
C -4.485 0.804 2.292  -0.5392
O -2.923 -1.737 2.220  -0.1542
O -3.998 1.045 3.300  0.1702
O -0.594 -3.880 0.118  -0.7860
O -4.948 0.628 1.263  0.1972
S -1.563 0.551 1.379  1.0764
S -1.807 -3.821 1.055  0.7842
H 1.315 0.361 -0.889  0.1219
H 0.348 -1.911 -0.494  0.1079
H -0.119 2.233 0.637  0.0053

E_HOMO (spin up / spin down) = -2.88 / -2.88 eV
LUMO (spin up / spin down) = 0.11104 / 0.11104 Ha
M = 203.2 g/mol
gap between HOMO and LUMO (spin up / spin down) = 5.9 / 5.9 eV
net charge = -1
calculated total energy = -1327.83388 hartree